Below is a cluster of 2 separate species, C4H8N2O2 in total at a distorted geometry, with properties calculated with ωB97M-V with the def2-TZVPD basis set.

```
16
Properties=species:S:1:pos:R:3:nbo_charge:R:1
C -0.89606 1.67555 0.80286 -0.5670
C -0.49872 0.85122 -0.18322 0.6414
O -1.15888 0.75168 -1.37199 -0.7106
O -0.06987 -0.52816 0.30696 -0.5651
C -0.79379 -1.68102 -0.12130 -0.2477
H -1.48274 2.54919 0.56907 0.2045
H -0.45415 1.60019 1.78071 0.2230
H -2.04093 1.12687 -1.25914 0.4943
H -0.30378 -2.55541 0.30383 0.1972
H -0.79407 -1.74567 -1.21035 0.1950
H -1.82683 -1.66163 0.22438 0.1837
N 1.69012 0.86386 -0.73891 -0.8356
C 1.85467 -0.22236 -0.11674 0.7385
N 2.44923 -1.02625 0.59856 -0.7580
H 2.43305 1.53328 -0.85849 0.4160
H 1.89274 -1.53132 1.27377 0.3904
```

Energy relative to the best compared isomer or geometry (same formula, charge and spin) = 124.8 kcal per mole
SMILES = C=C(O)OC.N=C=N
Calculated total energy = -11348.7028 eV


Below is an isolated molecule of C4H8N2O2, with properties calculated with ωB97M-V with the def2-TZVPD basis set.

```
16
Properties=species:S:1:pos:R:3:nbo_charge:R:1
C 1.22898 -1.02551 -0.05836 0.6606
C -1.44727 1.58352 -0.91226 -0.6421
N -0.21109 -0.43032 1.95565 -0.6587
N -0.82046 0.47545 1.16709 -0.2954
C -0.58739 0.62879 -0.14213 0.2174
C 0.34417 -0.20631 -0.75845 -0.4922
O 2.25310 -0.53290 0.67628 -0.6715
O 1.54532 -2.26998 -0.52191 -0.6896
H 0.74528 -2.67862 -0.87143 0.4985
H 2.69136 -1.27228 1.12329 0.4941
H 0.76954 -0.17675 2.00808 0.3193
H -1.72223 0.80369 1.50298 0.3695
H 0.21800 -0.39974 -1.81856 0.2232
H -0.95791 2.55517 -1.02123 0.2294
H -1.64233 1.19956 -1.91563 0.2251
H -2.40707 1.74622 -0.41341 0.2123
```

Energy relative to the best compared isomer or geometry (same formula, charge and spin) = 98.8 kcal per mole
Calculated total energy = -11349.8266 eV


Below is an isolated molecule of C4H8N2O2 at a distorted geometry, with properties calculated with ωB97M-V with the def2-TZVPD basis set.

```
16
Properties=species:S:1:pos:R:3:nbo_charge:R:1
C 1.13036 -2.24653 -0.86334 -0.4193
C 0.86776 -1.33451 0.03122 -0.2027
C 0.94019 -0.20513 0.70894 0.4209
O 2.16613 0.23898 1.09892 -0.6462
N -0.14198 0.59898 0.89297 -0.1655
O 0.16544 1.96400 1.11703 -0.5899
C -1.48665 0.32318 0.05476 -0.0563
N -1.52256 0.68442 -1.32354 -0.8103
H 0.33186 -2.79137 -1.35569 0.1810
H 2.15510 -2.52203 -1.09649 0.1826
H 1.95839 1.11306 1.47689 0.4834
H -0.54267 2.25410 1.71886 0.4813
H -2.23106 0.90483 0.60264 0.1783
H -1.74218 -0.73114 0.18072 0.2289
H -0.85347 0.10651 -1.82823 0.3725
H -1.19467 1.64265 -1.41565 0.3613
```

Energy relative to the best compared isomer or geometry (same formula, charge and spin) = 165.2 kcal per mole
SMILES = C=C=C(O)N(O)CN
Calculated total energy = -11346.9487 eV


Below is an isolated molecule of C4H8N2O2 at a distorted geometry, with properties calculated with ωB97M-V with the def2-TZVPD basis set.

```
16
Properties=species:S:1:pos:R:3:nbo_charge:R:1
C -1.36171 1.49587 0.60404 -0.6764
C -0.81507 0.10053 0.55887 0.4667
O -1.29637 -0.74823 1.51946 -0.6951
C -0.04403 -0.42755 -0.45969 -0.1345
N -0.17944 -1.69612 -1.03626 -0.8130
C 1.25547 0.25126 -0.37057 0.6159
N 2.28215 -0.20467 -1.14360 -0.8275
O 1.42363 1.02366 0.59186 -0.6720
H -1.00754 2.09212 -0.23932 0.2444
H -2.45545 1.43702 0.52468 0.2252
H -1.10828 2.00652 1.53456 0.2198
H -1.29960 -0.24083 2.35490 0.4904
H 0.45913 -2.36902 -0.62499 0.3629
H -1.14247 -2.01866 -0.96704 0.3821
H 3.20196 0.17202 -0.97386 0.4076
H 2.08763 -0.87392 -1.87307 0.4035
```

Energy relative to the best compared isomer or geometry (same formula, charge and spin) = 59.2 kcal per mole
SMILES = C/C(O)=C(/N)C(N)=O
Calculated total energy = -11351.5444 eV


Among the records above, which one has the highest energy relative to the best compared isomer or geometry (same formula, charge and spin)? number 3


Which of these has the highest energy relative to the best compared isomer or geometry (same formula, charge and spin)? number 3